[1]
The following is a DFT calculation (ωB97M-V/def2-TZVPD) of one molecule with the formula C22H28N4O3.

Last column: Löwdin charge in e.
Cartesian coordinates (Å):
C1 -3.966470 -3.064718 0.847298  -0.0430
C2 -3.806759 -1.641086 0.408707  -0.2551
C3 -2.599574 -1.207489 -0.119871  0.0267
C4 -2.431171 0.118408 -0.505232  -0.1993
C5 -3.503214 0.998332 -0.398050  0.0119
C6 -4.712750 0.582371 0.139104  -0.2588
C7 -4.850408 -0.736590 0.547298  -0.0084
H1 -5.790168 -1.069382 0.963445  0.1189
C8 -5.861958 1.538952 0.233382  -0.0449
H2 -6.396865 1.570259 -0.716116  0.0873
H3 -6.561914 1.229144 1.005145  0.0773
H4 -5.513538 2.545162 0.454611  0.0780
H5 -3.404037 2.009710 -0.760341  0.1207
N1 -1.213911 0.553200 -1.073739  -0.0012
C9 -0.693425 1.804455 -0.914399  -0.4277
O1 0.115055 2.261223 -1.704856  0.0572
C10 -1.037028 2.552889 0.364320  -0.0817
C11 0.237431 3.224779 0.907322  -0.0803
C12 1.308358 2.185478 1.205578  -0.4673
O2 1.389475 1.625058 2.280008  0.0568
N2 2.130653 1.939351 0.151279  0.1576
C13 3.110316 0.952037 0.059210  -0.2972
N3 3.330422 0.543080 -1.184416  0.1361
C14 4.228948 -0.401075 -1.388793  -0.1384
C15 4.964211 -0.980693 -0.366504  -0.0753
C16 4.751495 -0.529025 0.928364  -0.0689
C17 3.810589 0.458542 1.158408  -0.0144
H6 3.618034 0.838745 2.147173  0.1077
H7 5.314143 -0.941154 1.753520  0.1086
H8 5.683900 -1.755653 -0.576907  0.0989
H9 4.355238 -0.703754 -2.419049  0.1098
H10 1.842246 2.286858 -0.761818  0.1231
H11 -0.004983 3.740189 1.837092  0.1256
H12 0.606422 3.942310 0.174878  0.1207
H13 -1.456488 1.875090 1.108630  0.1247
H14 -1.766951 3.336543 0.154073  0.1236
C18 -0.532933 -0.331943 -2.000383  -0.0236
H15 -1.258796 -0.900786 -2.586783  0.1450
C19 0.437049 -1.335027 -1.354147  -0.4871
O3 1.003455 -2.160619 -2.037981  0.0632
N4 0.566928 -1.245343 -0.019223  0.1061
H16 0.096737 -0.508319 0.481819  0.1271
C20 1.367352 -2.164923 0.779582  -0.3943
C21 1.324181 -1.711649 2.231729  -0.0454
H17 2.019357 -2.299099 2.824787  0.0854
H18 1.591101 -0.662304 2.326234  0.0427
H19 0.323104 -1.851183 2.636826  0.0841
C22 0.837535 -3.592366 0.637558  -0.0471
H20 -0.185507 -3.655158 1.004197  0.0724
H21 0.862827 -3.893641 -0.405726  0.0691
H22 1.456953 -4.273491 1.214252  0.0799
H23 2.396119 -2.135319 0.398829  0.1285
H24 0.055864 0.284386 -2.686552  0.1351
H25 -1.793624 -1.914021 -0.233350  0.1062
H26 -3.720235 -3.157322 1.905659  0.0871
H27 -3.304077 -3.720341 0.287288  0.0781
H28 -4.992306 -3.398769 0.712297  0.0782

Cartesian forces, eV/Å:
0.020 0.010 0.066
-0.024 0.081 -0.080
-0.032 0.054 -0.044
-0.490 -0.003 0.173
0.080 -0.134 0.014
0.078 -0.040 0.088
0.115 0.055 -0.049
-0.136 -0.042 0.053
-0.021 -0.007 -0.077
-0.086 0.053 -0.023
-0.071 0.031 0.044
-0.037 0.084 0.029
0.006 0.129 -0.059
0.170 -0.348 -0.237
-0.172 0.329 0.164
-0.066 0.141 -0.089
0.222 0.180 0.042
-0.082 -0.118 -0.023
-0.104 0.421 -0.124
-0.039 -0.086 0.317
0.141 0.179 -0.319
0.313 -0.340 0.173
-0.392 0.328 -0.042
0.256 -0.230 0.055
0.026 -0.011 0.049
-0.063 0.059 -0.195
0.013 0.027 0.016
-0.044 0.014 0.042
0.035 -0.023 0.061
0.056 -0.066 -0.049
0.074 -0.098 -0.061
-0.024 -0.008 0.251
0.083 -0.054 -0.049
-0.038 0.018 0.050
-0.036 0.082 -0.026
-0.047 -0.088 0.008
0.333 -0.147 -0.433
0.082 0.032 0.093
-0.400 0.434 0.077
0.183 -0.209 -0.318
0.121 0.159 0.382
-0.043 -0.001 -0.138
0.081 -0.359 0.003
0.105 0.071 -0.263
0.048 -0.097 0.081
0.019 0.045 0.060
-0.140 -0.032 0.072
0.194 0.196 -0.162
-0.128 -0.002 0.088
-0.023 -0.091 -0.029
0.055 -0.116 0.100
-0.101 0.031 0.073
-0.113 -0.178 0.101
0.068 -0.072 0.019
0.005 -0.080 0.052
0.022 -0.088 -0.010
-0.053 -0.075 0.001

Properties
**SMILES**: Cc1cc(C)cc(N(CC(=O)NC(C)C)C(=O)CCC(=O)Nc2ccccn2)c1
**Relative energy (zero: lowest compared OMol25 entry of this formula, charge and spin)**: 8.2 kcal per mole
**Orbital gap**: 9.331 eV
**E_HOMO**: -8.8 eV

***

[2]
The following is a DFT calculation (ωB97M-V/def2-TZVPD) of C16H29F3O13 as an isolated structure in a non-equilibrium geometry.

Last column: Löwdin charge in e.
Cartesian coordinates (Å):
C1 -1.862029 -0.382983 2.099982  -0.0445
C2 -1.682819 0.005627 0.666012  -0.3967
O1 -1.753599 1.410757 0.643912  0.1733
C3 -1.550709 1.853067 1.880402  -0.5535
O2 -1.327429 2.999547 2.191982  0.1231
O3 -1.814469 0.873817 2.763032  0.1341
F1 -2.708649 -0.500653 0.040362  -0.0298
H1 -1.041179 -1.024473 2.420592  0.0850
H2 -2.825019 -0.874203 2.239442  0.1680
H3 -0.744789 -0.388973 0.275502  0.0132
C4 -2.106119 -0.291623 -1.486488  -0.1819
C5 -1.442949 -0.172023 -2.893968  -0.2178
O4 -1.641649 -1.485133 -3.317688  0.1584
C6 -1.786949 -2.283063 -2.298088  -0.5190
O5 -2.099509 -3.472343 -2.435138  0.1393
O6 -1.870529 -1.584883 -1.177838  -0.0008
F2 -0.181509 0.212077 -2.750418  0.0064
H4 -3.146559 0.033047 -1.473608  0.1957
H5 -1.422699 0.210457 -0.801678  0.0801
H6 -1.913929 0.641437 -3.445838  0.1806
C7 3.032261 0.777207 -1.912728  -0.0750
C8 3.814211 -0.445183 -1.880318  -0.3846
O7 3.062321 -1.427863 -2.569008  0.1895
C9 1.846331 -0.961793 -2.780278  -0.4171
O8 0.768141 -1.593783 -2.924758  0.1506
O9 1.886861 0.399017 -2.618868  0.0219
F3 4.003891 -0.793813 -0.663128  0.1435
H7 3.581351 1.650557 -2.264648  0.1633
H8 2.650121 0.947727 -0.906248  0.1182
H9 4.820061 -0.288313 -2.269868  0.1769
C10 1.254881 0.271027 1.410272  -0.0645
C11 0.941951 1.643537 0.870112  -0.1425
C12 0.461481 1.409937 -0.499988  -0.1824
O10 0.017761 0.119827 -0.526898  -0.2253
C13 0.885101 -0.654853 0.233192  -0.1421
H10 0.722181 0.223027 2.360022  0.1029
H11 2.289401 0.166717 1.737352  0.1379
H12 1.763331 2.357837 0.813552  0.1297
H13 0.201461 2.166917 1.474962  0.0640
H14 1.143401 1.633767 -1.320338  0.1230
H15 -0.425519 1.977657 -0.781068  0.1552
H16 1.669871 -0.850983 -0.497408  0.1295
H17 0.544791 -1.624783 0.595882  0.1001
C14 -1.952769 -2.499333 0.707562  -0.1157
O11 -1.937759 -2.548133 2.105332  -0.1842
H18 -2.677749 -1.879353 0.180162  0.0963
H19 -1.032239 -1.943803 0.528352  0.0696
H20 -1.788699 -3.445583 0.192022  0.1325
H21 -1.348719 -3.247253 2.398352  0.0939
C15 0.215221 4.311687 0.524462  -0.1480
O12 -0.560709 4.840547 -0.592738  -0.1015
H22 -0.008149 3.360627 1.007862  0.0009
H23 1.272051 4.280777 0.259392  0.0848
H24 0.031051 5.088027 1.267082  0.0937
H25 -1.386219 4.373267 -0.445098  0.0624
C16 0.675731 -2.095883 2.574852  -0.1018
O13 1.713801 -2.172203 1.585052  -0.1366
H26 0.596901 -3.004093 3.172382  0.1150
H27 0.661551 -1.188423 3.178522  0.1048
H28 -0.255859 -2.099603 2.008962  0.0223
H29 1.770021 -3.014123 1.127222  0.1259

Cartesian forces, eV/Å:
-0.079 1.899 1.181
-2.135 -0.984 7.373
-0.403 0.187 -0.124
-2.403 0.977 2.457
-1.361 -1.353 0.283
0.760 1.114 0.490
-9.024 3.996 9.387
-1.175 1.967 0.471
0.142 0.754 0.531
-3.969 0.038 2.387
2.435 4.677 -7.977
-2.607 0.736 2.222
0.664 0.852 -3.145
-2.436 -4.228 -1.056
1.609 2.720 0.912
2.267 -3.761 -5.972
-1.762 2.324 -1.614
0.120 0.311 -2.030
-1.623 1.433 -4.614
-0.376 -0.810 -0.883
-0.878 0.805 0.461
2.074 0.269 -2.862
1.138 -0.891 0.092
-5.000 -0.992 0.264
7.100 -0.108 -0.089
0.430 -0.182 -1.740
0.503 -1.903 4.227
-0.461 -0.042 -0.455
0.901 0.371 0.105
-0.086 -0.615 -0.900
1.193 0.884 0.217
1.449 0.954 0.708
-0.896 2.641 -2.206
8.096 0.290 -4.266
2.112 0.262 -0.077
-0.327 -0.430 -0.664
0.113 -0.080 -0.376
0.371 -0.406 0.353
1.393 -1.284 -0.087
-0.239 0.034 0.643
0.435 0.496 0.029
0.571 -0.380 1.121
-0.990 1.400 -1.819
1.864 -2.482 0.529
-2.424 -4.546 1.575
-0.548 -3.792 2.997
-0.441 -0.981 -0.395
-0.379 -0.387 0.318
-0.608 -0.525 -0.066
0.540 2.240 -0.017
0.270 -1.779 0.465
-0.565 2.000 -1.695
0.015 0.387 -0.290
0.644 -0.220 0.608
-0.543 0.263 -0.466
-0.149 -1.894 -0.758
2.273 -1.076 2.772
0.490 0.021 0.386
0.901 -0.772 0.098
1.230 0.027 0.514
-0.221 -0.427 0.468

Properties
**Relative energy (zero: lowest compared OMol25 entry of this formula, charge and spin)**: 440.2 kcal per mole
**Orbital gap**: 9.328 eV
**E_HOMO**: -9.1 eV

***

[3]
The following is a DFT calculation (ωB97M-V/def2-TZVPD) of one molecule with the formula CH3N3Si in a non-equilibrium geometry.

Last column: Löwdin charge in e.
Cartesian coordinates (Å):
C1 -0.067468 -1.048670 -0.038935  -0.2829
N1 1.192465 -1.049030 0.203573  -0.0983
N2 1.795213 0.095939 -0.122019  -0.0832
N3 1.017318 1.217192 0.125027  -0.0899
Si1 -0.687637 0.768844 -0.092259  0.6018
H1 -0.562557 -2.034609 0.096830  0.0599
H2 -1.433765 1.082449 -1.390962  -0.0512
H3 -1.253570 0.967883 1.218746  -0.0562

Cartesian forces, eV/Å:
-1.536 -0.434 0.906
1.166 -0.915 -0.956
-1.660 3.210 0.875
1.760 -2.120 -0.396
0.425 -1.427 -1.629
0.203 0.871 -0.045
0.342 0.217 1.002
-0.700 0.597 0.244

Properties
**Multiplicity**: 3
**Relative energy (zero: lowest compared OMol25 entry of this formula, charge and spin)**: 8.2 kcal per mole
**Orbital gap (alpha / beta)**: 9.129 / 7.866 eV
**E_HOMO (alpha / beta)**: -8.4 / -10.1 eV
**<S²>**: 2.0190

***

[4]
The following is a DFT calculation (ωB97M-V/def2-TZVPD) of one molecule with the formula CH4N2 in a non-equilibrium geometry.

Last column: Löwdin charge in e.
Cartesian coordinates (Å):
C1 -0.323619 0.391549 0.022175  -0.4154
H1 1.727482 0.471664 0.228332  0.0693
H2 1.020306 -1.200879 -0.141123  0.1294
H3 -0.139094 1.508602 -0.169042  0.1162
H4 -1.714758 -1.014033 0.120280  0.0193
N1 0.968433 -0.128870 -0.035586  0.0329
N2 -1.538747 -0.028033 -0.025037  0.0483

Cartesian forces, eV/Å:
0.267 2.175 -1.533
0.155 -0.377 -0.041
0.583 2.627 0.617
-0.931 -1.141 0.731
0.453 -0.359 -0.100
-2.112 -3.493 -0.166
1.585 0.569 0.492

Properties
**SMILES**: [H]/N=C\N
**Relative energy (zero: lowest compared OMol25 entry of this formula, charge and spin)**: 36.9 kcal per mole
**Orbital gap**: 10.483 eV
**E_HOMO**: -9.5 eV